Here is a 3-piece molecular cluster, C18H22F16O2P overall in a non-equilibrium geometry from the OMol25 dataset. Energies are from the ωB97M-V functional and the def2-TZVPD basis.

Max |F| ... 3.4 eV/Å
LUMO ... 2.442 eV
Energy above the lowest of the compared OMol25 structures with the same formula, charge and spin ... 165.66 kJ/mol

```
! wB97M-V def2-TZVPD RIJCOSX def2/J DEFGRID3
* xyz -1 1
P -1.621 2.551 -1.418
F 1.776 -2.253 6.235
F -2.249 -0.730 -0.562
F 0.912 0.392 5.618
F -4.194 -3.725 -5.636
F -3.116 -4.216 -2.304
F 3.455 -0.628 2.167
F 1.816 0.180 3.307
F -4.719 0.014 -1.482
F -0.211 -2.958 5.714
F -1.889 -1.940 -2.322
F -2.756 -2.502 -4.591
F -4.520 -2.133 -1.226
F 3.433 -0.152 5.669
F -2.378 -5.196 -4.097
F 4.257 1.169 4.153
F -0.241 -0.632 7.141
O -4.878 -2.612 -3.866
O 2.490 -1.933 3.648
C -4.105 -1.087 -1.991
C 1.118 -2.155 3.970
C -0.264 3.931 -1.704
C -3.447 -4.553 -3.565
C 0.708 -1.985 5.446
C -3.803 -3.321 -4.402
C 2.110 3.331 -2.538
C 3.417 2.709 -2.293
C 1.440 2.642 -0.149
C 5.117 1.403 -0.699
C 1.129 3.282 -1.445
C -2.596 -0.878 -1.863
C -4.644 -1.270 -3.422
C 2.727 2.009 0.080
C 0.076 -0.644 5.820
C 3.717 2.067 -1.025
C 3.923 -0.117 4.411
C 2.893 -0.619 3.395
H -0.843 -0.470 5.253
H -0.628 1.484 -1.415
H 4.995 0.305 -0.483
H 4.828 -0.728 4.380
H -2.628 1.560 -1.103
H -2.664 3.563 -1.520
H -5.637 -0.817 -3.427
H -4.074 -0.695 -4.154
H -0.407 4.278 -2.761
H -4.289 -5.249 -3.522
H 5.487 1.928 0.224
H -0.370 4.760 -0.945
H 0.636 2.663 0.618
H 0.450 -1.622 3.290
H 1.834 3.838 -3.487
H 2.949 1.507 1.049
H 4.205 2.748 -3.080
H -1.760 2.319 -2.879
H 5.782 1.580 -1.580
H -2.271 0.021 -2.400
H 0.962 -3.211 3.739
H -1.437 2.796 0.030
*
```

natural (NBO) atomic charge list, values in e, 6 entries: 0.506 -0.316 -0.321 -0.316 -0.330 -0.311